No. 1
Here is a structure of composition C2HFO2Sm in a non-equilibrium geometry from the OMol25 dataset. Energies are from ωB97M-V/def2-TZVPD.

Results
E_HOMO (spin up / spin down) = -17.515 / -20.233 eV
Charge = +2
HOMO-LUMO gap (spin up / spin down) = 5.27 / 8.08 eV
Lowest unoccupied orbital energy (spin up / spin down) = -12.25 / -12.15 eV
Spin multiplicity = 7
<S²> = 12.01

XYZ file:
```
7
Properties=species:S:1:pos:R:3:forces:R:3
C 0.3757 -0.2517 0.2172 -2.8 5.4 2.9
C 0.1661 -1.2930 -0.7297 2.7 -0.4 -7.4
O 0.4339 -1.6183 -1.8151 -2.0 0.4 5.4
Sm -1.6647 2.0713 0.7071 -0.1 0.8 0.0
F -0.8230 -0.1548 1.1098 1.8 -1.2 -1.1
H 1.2553 -0.3125 0.8657 0.1 -0.2 -0.4
O 0.2567 1.5590 -0.3551 0.3 -4.8 0.7
```
Forces are in eV/Å.


No. 2
Here is a cluster of 2 separate species, C2HFO3 in total in a non-equilibrium geometry from the OMol25 dataset. Energies are from ωB97M-V/def2-TZVPD.

Results
E_HOMO = -11.613 eV
Energy above the lowest of the compared OMol25 structures with the same formula, charge and spin = 12.7 kcal/mol
HOMO-LUMO gap = 12.16 eV
Lowest unoccupied orbital energy = 0.55 eV

XYZ file:
```
7
Properties=species:S:1:pos:R:3:forces:R:3
O 0.8195 -2.2275 -1.3332 -0.3 -1.7 -1.1
C 0.8389 -1.3458 -0.6140 0.5 0.5 -0.1
O 0.9236 -0.4203 0.0586 1.4 0.1 0.9
O -0.7646 1.3893 -0.6585 0.2 0.6 0.5
C -0.5748 1.0652 0.4675 -2.9 -0.5 -3.6
F -1.2638 0.0128 0.9254 -0.3 -0.1 1.1
H 0.0211 1.5263 1.1541 1.6 1.1 2.2
```
Forces are in eV/Å.


No. 3
Here is a structure of composition C2HFOPb in a non-equilibrium geometry from the OMol25 dataset. Energies are from ωB97M-V/def2-TZVPD.

Results
E_HOMO = -8.318 eV
HOMO-LUMO gap = 7.06 eV
Lowest unoccupied orbital energy = -1.26 eV

XYZ file:
```
6
Properties=species:S:1:pos:R:3:forces:R:3
H 0.4512 -1.4814 0.3670 -2.2 -0.2 -2.1
O 1.4653 -0.0295 -0.0475 2.0 0.4 -1.7
C 0.2127 -0.5409 -0.2599 0.6 -2.5 5.0
C -0.7984 0.3425 -0.0868 -1.5 -2.1 -0.5
F -2.0558 -0.1499 0.2333 0.8 0.7 -0.6
Pb 0.7250 1.8593 -0.2060 0.3 3.7 -0.1
```
Forces are in eV/Å.


No. 4
Here is a structure of composition C2HFOSn in a non-equilibrium geometry from the OMol25 dataset. Energies are from ωB97M-V/def2-TZVPD.

Results
E_HOMO (spin up / spin down) = -13.528 / -14.763 eV
Charge = +1
Energy above the lowest of the compared OMol25 structures with the same formula, charge and spin = 15.6 kcal/mol
HOMO-LUMO gap (spin up / spin down) = 6.54 / 7.81 eV
Lowest unoccupied orbital energy (spin up / spin down) = -6.99 / -6.95 eV
Spin multiplicity = 2
<S²> = 0.77

XYZ file:
```
6
Properties=species:S:1:pos:R:3:forces:R:3
H 1.8226 -0.0988 0.4156 -0.5 -2.8 1.6
O 1.0723 -0.9987 0.8278 2.4 3.9 -2.2
C 0.4249 0.1088 0.5477 -0.5 -1.6 1.1
C -0.6390 0.3555 -0.2195 -1.6 1.1 2.5
F -1.6228 1.1037 0.4082 0.7 0.4 -1.0
Sn -1.0580 -0.4705 -1.9797 -0.6 -1.0 -2.1
```
Forces are in eV/Å.


No. 5
Here is a structure of composition C2HFOTm in a non-equilibrium geometry from the OMol25 dataset. Energies are from ωB97M-V/def2-TZVPD.

Results
E_HOMO (spin up / spin down) = -13.624 / -13.170 eV
Charge = +1
Energy above the lowest of the compared OMol25 structures with the same formula, charge and spin = 53.9 kcal/mol
HOMO-LUMO gap (spin up / spin down) = 7.92 / 7.04 eV
Lowest unoccupied orbital energy (spin up / spin down) = -5.70 / -6.13 eV
Spin multiplicity = 3
<S²> = 2.02

XYZ file:
```
6
Properties=species:S:1:pos:R:3:forces:R:3
H -0.0807 -1.7237 0.0598 -1.8 1.3 2.5
O 1.2376 -0.6547 -0.2837 0.6 3.4 2.0
C -0.5893 0.5200 0.4976 -3.1 4.0 -1.6
C 0.0973 -0.6215 0.4351 0.9 -6.8 -5.4
Tm 1.1990 1.7347 -0.4112 0.4 -0.3 -0.1
F -1.8639 0.7452 -0.2975 3.0 -1.5 2.7
```
Forces are in eV/Å.


No. 6
Here is a cluster of 2 separate species, C2HI2N3 in total in a non-equilibrium geometry from the OMol25 dataset. Energies are from ωB97M-V/def2-TZVPD.

Results
E_HOMO (spin up / spin down) = -8.060 / -8.059 eV
Energy above the lowest of the compared OMol25 structures with the same formula, charge and spin = 74.7 kcal/mol
HOMO-LUMO gap (spin up / spin down) = 6.31 / 6.31 eV
Lowest unoccupied orbital energy (spin up / spin down) = -1.75 / -1.75 eV

XYZ file:
```
8
Properties=species:S:1:pos:R:3:forces:R:3
C -0.6412 -1.0173 0.4589 -0.7 -2.7 0.7
C -2.4144 0.7690 0.1409 1.4 3.1 0.3
N -1.4301 -1.8870 0.4959 -0.1 -0.8 -0.2
N -2.9674 -0.2191 0.3209 -0.9 -1.4 -0.5
N 0.0285 0.0193 0.6000 -0.5 1.9 1.1
I -2.2730 2.7912 0.0221 -0.1 -0.5 -0.1
I -4.5289 -1.3531 -0.0751 -0.4 -0.3 0.1
H 0.6190 0.1428 -0.1673 1.2 0.7 -1.5
```
Forces are in eV/Å.


Question: What is the formula in the second record?
Answer: C2HFO3